Entry 1:
{"formula": "C5H9N3", "method": "ωB97M-V with the def2-TZVPD basis set", "lumo_energy_ev": 0.9, "relative_energy_kcal_mol": 162.17, "smiles": "N/N=C\\C=C\\[C@@H]1CN1", "homo_lumo_gap_ev": 9.14, "total_charge": 0, "symbols": ["N", "C", "N", "H", "C", "H", "H", "H", "H", "C", "C", "H", "H", "H", "C", "H", "N"], "coordinates": [[-3.045526, -0.258304, 0.034817], [-0.582539, -0.372180, 0.205957], [-2.877944, 1.140310, -0.081541], [-4.012626, 1.482363, 0.304305], [0.421560, -1.138316, -0.323143], [2.280592, 1.642794, -1.064339], [2.486812, -0.819072, -1.294945], [-0.682447, 0.802629, 0.733538], [0.513069, -2.147638, -0.809302], [-2.014430, -1.048976, 0.209337], [1.813009, -0.433851, -0.380116], [2.100371, 0.193732, 1.672897], [-2.317069, 1.424689, -0.892800], [3.633862, 0.397527, 0.936310], [2.536109, 0.173353, 0.730820], [-2.072920, -2.005744, 0.353277], [1.820125, 0.966679, -0.335079]], "forces_ev_per_angstrom": [[0.85, -2.08, 0.76], [-2.31, -1.08, 0.46], [-3.74, -0.69, 2.61], [4.98, -0.50, -2.80], [1.72, 2.72, 0.87], [-0.47, -2.52, 2.02], [-1.39, 0.22, 2.24], [1.09, -3.77, -1.97], [-1.20, 1.03, 0.84], [1.65, 9.92, -1.44], [1.15, -2.41, -4.38], [-1.46, 0.11, 1.45], [-1.12, 0.38, 0.31], [-1.13, -1.06, -1.26], [2.20, 2.27, -0.78], [-0.94, -5.42, 0.66], [0.12, 2.88, 0.41]]}

Entry 2:
{"formula": "C5H9N3", "method": "ωB97M-V with the def2-TZVPD basis set", "lumo_energy_ev": 1.0, "relative_energy_kcal_mol": 130.02, "smiles": "[H]/N=C/N1C=CCN1C", "homo_lumo_gap_ev": 8.86, "total_charge": 0, "symbols": ["H", "C", "H", "H", "C", "H", "H", "N", "H", "C", "C", "H", "N", "N", "C", "H", "H"], "coordinates": [[3.979240, 0.070537, -0.117482], [-1.494206, -0.409373, 0.771556], [-1.904577, 1.761789, -0.547802], [1.206538, -1.827517, -0.482240], [-1.005336, -1.396435, -0.234905], [-2.035244, -2.023508, -0.476406], [1.904918, 1.421141, 0.920993], [0.666097, -0.023211, 0.308853], [-1.646210, -0.765168, 1.774536], [-0.886214, 1.260551, -0.643214], [1.966546, 0.390308, 0.369452], [-1.126204, 0.552267, -1.423681], [-0.446474, 0.669037, 0.581090], [2.939419, -0.418821, -0.038388], [0.327784, -1.128073, -0.312335], [-0.056568, 1.791360, -0.806170], [-2.389507, 0.075112, 0.356144]], "forces_ev_per_angstrom": [[-3.78, -1.28, 0.80], [0.08, 2.25, -1.39], [1.83, 0.31, 0.34], [-1.46, 1.06, -0.86], [-2.25, -1.50, 1.12], [3.99, 0.45, -0.26], [1.03, -1.54, -1.24], [2.75, -0.38, 0.14], [0.11, -0.25, 0.51], [-3.81, 0.27, -0.15], [1.73, 0.53, 0.85], [0.60, -0.34, -0.39], [-3.76, 0.88, 3.03], [1.02, 3.61, 0.31], [-0.22, -7.03, -1.70], [2.33, 3.22, -2.06], [-0.19, -0.28, 0.95]]}

Entry 3:
{"formula": "C5H9N3", "method": "ωB97M-V with the def2-TZVPD basis set", "lumo_energy_ev": 0.7, "relative_energy_kcal_mol": 148.46, "homo_lumo_gap_ev": 9.29, "total_charge": 0, "symbols": ["N", "H", "H", "H", "C", "C", "H", "N", "H", "H", "H", "H", "C", "C", "N", "C", "H"], "coordinates": [[-0.118101, 0.825525, -0.488279], [1.934653, 1.291186, -0.529053], [1.256076, 0.179084, -1.988147], [-0.707223, 0.267044, -2.262933], [1.079928, 1.092769, -1.289147], [0.026635, 0.328429, 2.056246], [-1.238431, -2.153343, -1.001179], [0.592358, -0.044826, 0.638702], [-0.666821, 1.233778, 2.115303], [0.606753, -2.193805, 0.619034], [-0.195804, -0.220285, 3.921755], [-2.172153, 0.536543, -1.094020], [-1.094301, -0.014722, -1.137745], [-0.684952, -1.348893, -0.729046], [0.534848, -0.537826, 2.829641], [0.092188, -1.306593, 0.307579], [0.754345, 2.065937, -1.968710]], "forces_ev_per_angstrom": [[2.60, 0.25, 3.46], [-1.36, -0.12, -1.93], [0.29, 1.52, 1.04], [-1.71, -1.31, 1.81], [-0.55, 1.64, -1.49], [1.87, -1.35, -3.19], [-0.96, -2.66, -1.11], [-3.45, 2.83, 0.63], [1.00, -1.41, -0.02], [-0.10, -0.20, 0.98], [3.15, -1.42, -3.55], [2.12, -2.15, 0.31], [0.10, 4.02, -3.88], [-2.10, 1.16, 0.06], [-4.49, 2.67, 5.40], [2.19, -1.06, 0.00], [1.40, -2.40, 1.50]]}

Entry 4:
{"formula": "C5H9N3", "method": "ωB97M-V with the def2-TZVPD basis set", "lumo_energy_ev": [0.7, 0.7], "relative_energy_kcal_mol": 111.33, "homo_lumo_gap_ev": [8.35, 8.35], "total_charge": 0, "symbols": ["C", "H", "C", "H", "H", "H", "C", "H", "C", "H", "N", "H", "H", "N", "H", "C", "N"], "coordinates": [[1.205953, -0.301222, 1.085235], [-0.041439, -0.164057, 2.668894], [0.127185, 1.168653, -0.961669], [-1.143410, 0.017426, -2.248528], [2.401379, -0.672165, -0.372979], [-2.613867, -0.531963, 0.691105], [-1.766614, -1.216353, 0.639518], [1.582744, -0.447893, 3.033427], [-0.551834, -0.804051, 0.309127], [-1.954948, -2.257044, 0.869919], [-0.031475, 0.423967, 0.081066], [0.276652, 0.721492, -3.052013], [-1.089142, 1.745632, -2.629343], [2.347017, -0.545130, 0.629017], [0.826159, 1.990803, -0.852706], [-0.494652, 0.892077, -2.291728], [0.920292, -0.020173, 2.401657]], "forces_ev_per_angstrom": [[-0.13, -0.08, -0.22], [0.03, -0.02, -0.06], [-0.03, -0.33, 0.30], [0.03, 0.03, 0.03], [-0.06, 0.00, 0.02], [0.05, 0.00, -0.02], [0.04, 0.11, 0.00], [-0.02, 0.01, -0.08], [0.19, -0.18, 0.14], [0.04, 0.03, -0.01], [0.19, 0.44, -0.25], [-0.04, 0.01, 0.08], [0.04, -0.05, 0.04], [-0.23, 0.09, 0.09], [-0.01, -0.02, 0.02], [-0.03, -0.02, -0.02], [-0.06, -0.02, -0.07]]}

Entry 5:
{"formula": "C5H9N3", "method": "ωB97M-V with the def2-TZVPD basis set", "lumo_energy_ev": 0.4, "relative_energy_kcal_mol": 78.42, "smiles": "CC=C=N.CNC#N", "homo_lumo_gap_ev": 8.93, "total_charge": 0, "symbols": ["C", "H", "N", "H", "H", "N", "N", "H", "H", "H", "C", "C", "H", "H", "H", "C", "C"], "coordinates": [[-1.515767, 0.463719, 0.798110], [0.718359, -1.086625, 0.630800], [0.942884, 1.783224, 1.898979], [2.179467, 0.442939, -1.223993], [-1.635219, -1.605360, 0.510041], [-2.124162, 1.351714, 1.389614], [1.249664, -0.228264, 0.541099], [-1.188004, 0.383427, -1.817594], [-1.556174, 1.993886, 1.940310], [-2.438512, -0.859140, -1.891833], [-1.553314, -0.638386, 0.032147], [-1.464672, -0.607564, -1.462152], [3.223364, 0.374634, 0.191943], [-0.742112, -1.336196, -1.832448], [2.723295, -1.138939, -0.609992], [2.409530, -0.134644, -0.323806], [0.771375, 0.841575, 1.228774]], "forces_ev_per_angstrom": [[-2.81, -1.49, -0.80], [0.23, 0.49, -0.38], [-1.20, -0.21, -0.63], [0.04, -0.12, -0.04], [0.04, 0.03, 0.26], [0.62, 0.43, 0.32], [-0.83, -0.09, 0.53], [0.02, -0.03, -0.06], [0.18, 0.02, -0.05], [0.04, -0.02, 0.01], [0.23, 0.91, 0.45], [0.19, 0.06, 0.03], [0.09, -0.12, 0.03], [0.05, 0.05, -0.12], [-0.05, 0.11, 0.08], [-0.01, 0.37, 0.01], [3.18, -0.39, 0.34]]}

Entry 6:
{"formula": "C5H9N3", "method": "ωB97M-V with the def2-TZVPD basis set", "lumo_energy_ev": 0.6, "relative_energy_kcal_mol": 40.15, "smiles": "NCC1=CN=CNC1", "homo_lumo_gap_ev": 8.53, "total_charge": 0, "symbols": ["H", "H", "H", "H", "N", "C", "C", "C", "H", "H", "H", "C", "N", "N", "H", "C", "H"], "coordinates": [[0.410264, 0.852023, 2.195338], [0.178200, -0.152405, -1.765325], [-1.603287, 1.381972, -1.582758], [-0.882268, -1.330399, -0.918036], [1.813237, -0.565687, 1.495247], [0.570866, 0.064698, 1.425025], [0.065287, -0.690356, -0.792823], [2.079345, -1.299946, 0.499969], [-1.722366, 1.310531, 1.391024], [1.572724, -2.040913, -1.388210], [3.023579, -1.886771, 0.578741], [-1.551848, 0.936752, 0.369243], [-1.698950, 1.932272, -0.693293], [1.238204, -1.493097, -0.582641], [-2.369841, 0.212655, 0.238774], [-0.298527, 0.215500, 0.362609], [-0.824618, 2.553170, -0.832885]], "forces_ev_per_angstrom": [[0.02, -1.10, 0.10], [-0.19, -0.03, 0.56], [-0.64, 0.65, 0.90], [1.23, 0.31, -0.21], [-0.54, 0.18, 0.39], [-1.71, 3.51, -0.67], [-2.47, -0.07, -1.39], [0.28, -1.25, -0.78], [0.09, 0.49, -0.45], [-0.25, 0.55, 0.98], [-0.78, 0.37, -0.70], [-0.85, 0.22, 0.63], [1.87, 0.58, -2.03], [1.39, -0.63, 0.25], [0.01, 0.10, -0.19], [4.22, -2.72, 1.54], [-1.67, -1.16, 1.06]]}

Entry 7:
{"formula": "C5H9N3", "method": "ωB97M-V with the def2-TZVPD basis set", "lumo_energy_ev": [0.1, 0.0], "relative_energy_kcal_mol": 87.65, "homo_lumo_gap_ev": [7.88, 8.07], "total_charge": 0, "symbols": ["H", "C", "N", "H", "C", "H", "H", "H", "N", "C", "N", "H", "C", "H", "H", "C", "H"], "coordinates": [[2.027166, -0.956645, -0.353808], [-1.140268, -1.865563, 0.179399], [-1.067940, 1.016715, 0.363504], [1.370039, -0.575013, 2.019738], [0.098033, -1.328313, 0.479164], [0.293926, 3.252412, -1.133603], [0.736010, 0.158360, -0.896530], [1.048864, -2.311565, 2.107616], [-2.165225, -2.325102, -0.090177], [-0.627267, 2.680836, -1.249999], [-0.475062, 1.442566, -0.546690], [-0.209204, -1.165093, 2.588957], [0.972046, -0.918873, -0.628435], [-0.771206, 2.457332, -2.307990], [-1.477901, 3.258025, -0.869394], [0.600365, -1.336555, 1.881676], [0.787624, -1.483525, -1.543426]], "forces_ev_per_angstrom": [[-0.03, -0.10, -0.04], [-0.49, -0.34, -0.05], [0.15, 0.28, -0.32], [-0.06, -0.02, 0.00], [0.73, 0.76, -0.06], [-0.04, -0.08, -0.04], [0.39, -0.79, 0.09], [0.01, 0.06, 0.07], [-0.36, -0.12, -0.09], [-0.56, 1.23, -0.40], [-0.10, -0.93, 0.91], [0.03, 0.00, 0.07], [0.12, 0.28, -0.35], [0.06, 0.00, 0.11], [0.13, -0.08, -0.05], [-0.07, -0.05, 0.09], [0.10, -0.07, 0.06]]}

Entry 8:
{"formula": "C5H9N3", "method": "ωB97M-V with the def2-TZVPD basis set", "lumo_energy_ev": 0.5, "relative_energy_kcal_mol": 73.64, "smiles": "C/N=N/C(C)(C)C#N", "homo_lumo_gap_ev": 9.87, "total_charge": 0, "symbols": ["C", "H", "C", "H", "H", "H", "N", "N", "N", "H", "C", "H", "H", "C", "H", "C", "H"], "coordinates": [[2.392455, -1.467840, 0.239229], [0.277277, 1.562724, -1.455618], [-0.727641, 0.315338, 0.037221], [3.230331, -1.265688, -0.311607], [2.423366, -1.084151, 1.407999], [-1.573143, 0.540962, 2.044553], [1.281418, -0.785924, -0.386387], [0.495322, -0.280911, 0.428682], [-2.435917, -1.618738, -0.057098], [-1.496782, 1.407826, -1.898294], [-1.641452, -0.787961, -0.162262], [2.081715, -2.543594, 0.072837], [-1.842679, 1.903548, 0.670366], [-0.622337, 0.919520, -1.415978], [-0.347657, 1.820277, 1.702801], [-1.193481, 1.204983, 1.215122], [-0.300792, 0.159635, -2.131574]], "forces_ev_per_angstrom": [[-2.98, -0.20, 3.58], [-0.66, 0.32, 0.23], [-0.24, 0.79, -2.42], [2.34, 0.45, -1.14], [0.24, -1.46, -2.89], [-0.20, 1.01, -1.11], [-1.73, 1.13, 0.02], [3.12, -1.66, 1.11], [0.53, 0.35, -0.58], [0.38, -0.19, 1.00], [-1.75, -1.16, 1.43], [0.75, 0.90, 0.71], [-0.62, -0.10, 1.20], [1.11, 0.83, -0.37], [-1.02, -1.06, -1.20], [1.07, 0.48, 0.05], [-0.33, -0.43, 0.38]]}

Repeat the fifth record exactly.
{"formula": "C5H9N3", "method": "ωB97M-V with the def2-TZVPD basis set", "lumo_energy_ev": 0.4, "relative_energy_kcal_mol": 78.42, "smiles": "CC=C=N.CNC#N", "homo_lumo_gap_ev": 8.93, "total_charge": 0, "symbols": ["C", "H", "N", "H", "H", "N", "N", "H", "H", "H", "C", "C", "H", "H", "H", "C", "C"], "coordinates": [[-1.515767, 0.463719, 0.798110], [0.718359, -1.086625, 0.630800], [0.942884, 1.783224, 1.898979], [2.179467, 0.442939, -1.223993], [-1.635219, -1.605360, 0.510041], [-2.124162, 1.351714, 1.389614], [1.249664, -0.228264, 0.541099], [-1.188004, 0.383427, -1.817594], [-1.556174, 1.993886, 1.940310], [-2.438512, -0.859140, -1.891833], [-1.553314, -0.638386, 0.032147], [-1.464672, -0.607564, -1.462152], [3.223364, 0.374634, 0.191943], [-0.742112, -1.336196, -1.832448], [2.723295, -1.138939, -0.609992], [2.409530, -0.134644, -0.323806], [0.771375, 0.841575, 1.228774]], "forces_ev_per_angstrom": [[-2.81, -1.49, -0.80], [0.23, 0.49, -0.38], [-1.20, -0.21, -0.63], [0.04, -0.12, -0.04], [0.04, 0.03, 0.26], [0.62, 0.43, 0.32], [-0.83, -0.09, 0.53], [0.02, -0.03, -0.06], [0.18, 0.02, -0.05], [0.04, -0.02, 0.01], [0.23, 0.91, 0.45], [0.19, 0.06, 0.03], [0.09, -0.12, 0.03], [0.05, 0.05, -0.12], [-0.05, 0.11, 0.08], [-0.01, 0.37, 0.01], [3.18, -0.39, 0.34]]}